Version i
This record from the OMol25 dataset describes 2 unconnected molecules or ions with the total composition C7H6N2O. The level of theory is the ωB97M-V functional and the def2-TZVPD basis.

Its spin multiplicity is 1.

Each atom is followed by the atoms it is bonded to, with distances in Å.
Cartesian coordinates (Å):
1 C -1.88708 0.62160 0.03291  C7 1.490, N14 1.469, O16 1.230
2 C -1.28480 -1.51721 -0.27625  C3 1.399, H9 1.082, N14 1.317
3 C -0.04957 -0.86252 -0.31359  C2 1.399, C7 1.550, N15 1.282
4 C 2.04475 -0.12773 0.24975  C5 1.536, H11 1.300, N15 1.378
5 C 1.84107 1.21555 -0.46645  C4 1.536, C6 1.385, H12 1.164
6 C 0.53727 1.67787 -0.53727  C5 1.385, C7 1.450, H13 1.196
7 C -0.41554 0.63908 -0.19741  C1 1.490, C3 1.550, C6 1.450
8 H -3.33990 -0.91882 0.05866  N14 1.212
9 H -1.65844 -2.50901 -0.06001  C2 1.082
10 H 1.84243 -2.06808 0.95228  no bonds
11 H 3.06009 -0.47521 0.98334  C4 1.300
12 H 2.76323 1.75616 -0.00585  C5 1.164
13 H 0.17894 2.80917 -0.38700  C6 1.196
14 N -2.28638 -0.69033 -0.49494  C1 1.469, C2 1.317, H8 1.212
15 N 1.15530 -1.15332 0.01203  C3 1.282, C4 1.378
16 O -2.50137 1.60281 0.44982  C1 1.230

=====

Version ii
This record from the OMol25 dataset describes a single C7H6N2O molecule. The level of theory is the ωB97M-V functional and the def2-TZVPD basis.

Its spin multiplicity is 1. As for the SMILES: Cc1ccc(C#N)c(=O)[nH]1.

Each atom is followed by the atoms it is bonded to, with distances in Å.
Cartesian coordinates (Å):
1 C 0.54066 -2.44700 0.42779  C2 1.512, H11 1.084, H12 1.073, H13 1.097
2 C 0.21474 -1.00621 0.10348  C1 1.512, C3 1.453, N10 1.299
3 C 1.23420 -0.12522 -0.44019  C2 1.453, C4 1.443, H14 1.088
4 C 0.80961 1.25213 -0.49948  C3 1.443, C5 1.334, H15 1.024
5 C -0.38322 1.69770 -0.10090  C4 1.334, C6 1.434, C8 1.485
6 C -0.62974 3.06334 -0.46048  C5 1.434, N7 1.192
7 N -0.72364 4.21030 -0.76974  C6 1.192
8 C -1.44088 0.76380 0.36106  C5 1.485, O9 1.217, N10 1.419
9 O -2.55103 1.06724 0.75669  C8 1.217
10 N -0.99229 -0.58204 0.32770  C2 1.299, C8 1.419, H16 1.020
11 H 1.52481 -2.61830 0.00608  C1 1.084
12 H -0.09414 -3.14890 -0.07824  C1 1.073
13 H 0.60728 -2.38486 1.52091  C1 1.097
14 H 2.14566 -0.47808 -0.91820  C3 1.088
15 H 1.47835 1.98132 -0.76475  C4 1.024
16 H -1.74035 -1.24522 0.52826  N10 1.020

=====

The structures above, arranged from the most stable to the least stable: version ii, version i.